#1
C5H5NO | ωB97M-V with the def2-TZVPD basis set

As for the multiplicity: 1. The SMILES is C#C[C@@H](O)CC#N. Its total charge is 0. Its orbital gap is 10.90 eV. For the LUMO energy, the calculation gives 0.55 eV.

```
12
Properties=species:S:1:pos:R:3:mulliken_charge:R:1
O 1.39 -0.74 -1.36 -0.52
C 0.68 -0.63 -0.14 0.42
C 0.77 0.88 0.32 -0.47
C -0.53 1.55 0.24 0.29
N -1.61 1.96 0.16 -0.42
C -0.75 -1.01 -0.10 -0.45
C -1.85 -0.94 0.36 -0.28
H 0.92 -1.33 -1.95 0.35
H 1.16 -1.27 0.62 0.19
H 1.14 0.93 1.36 0.26
H 1.50 1.41 -0.31 0.27
H -2.82 -0.81 0.80 0.38
```

---

#2
C5H5NO | ωB97M-V with the def2-TZVPD basis set

As for the multiplicity: 1. Its total charge is 0. Its orbital gap is 8.64 eV. For the LUMO energy, the calculation gives -0.21 eV.

```
12
Properties=species:S:1:pos:R:3:mulliken_charge:R:1
O 0.37 0.38 2.00 -0.63
C 0.93 0.26 0.92 0.88
C 2.38 0.25 0.57 -0.37
C 3.14 0.02 -0.35 -0.20
C 0.49 -0.06 -0.39 -0.44
C -2.59 -0.44 -0.37 -0.22
N -1.59 0.26 -0.02 -0.40
H 3.83 -0.22 -1.13 0.39
H 0.61 0.73 -1.13 0.27
H -3.26 -0.93 0.35 0.22
H -2.81 -0.61 -1.43 0.25
H -1.52 0.36 0.99 0.28
```

---

Which structure wins on stability? #1 wins.

---

#1
C4H5I | ωB97M-V with the def2-TZVPD basis set

As for the multiplicity: 1. Its total charge is 0. Its orbital gap is 7.98 eV. For the LUMO energy, the calculation gives -1.44 eV.

```
10
Properties=species:S:1:pos:R:3:mulliken_charge:R:1
C -1.04 2.64 -0.16 -0.17
C -0.63 1.68 0.39 -0.54
C -0.12 -1.39 -0.31 -0.78
C 0.75 -0.47 0.56 -0.39
I 2.73 -0.34 0.05 0.17
H -1.59 3.45 -0.62 0.36
H -0.29 -1.14 -1.37 0.33
H -1.01 -1.67 0.38 0.25
H 0.61 -2.24 -0.52 0.34
H 0.60 -0.51 1.59 0.43
```

---

#2
C4H5I | ωB97M-V with the def2-TZVPD basis set

As for the multiplicity: 1. The SMILES is CC1=C[C@H]1I. Its total charge is 0. Its orbital gap is 9.44 eV. For the LUMO energy, the calculation gives 0.66 eV.

```
10
Properties=species:S:1:pos:R:3:mulliken_charge:R:1
C -0.86 0.20 -1.25 -0.41
C -0.90 1.34 -0.42 -0.44
C -0.26 0.08 -0.09 0.36
C 0.69 -0.65 0.73 -0.91
I -2.97 1.82 0.40 -0.13
H -1.13 -0.03 -2.23 0.37
H -0.37 2.33 -0.59 0.34
H 1.50 0.08 1.03 0.28
H 1.19 -1.50 0.12 0.25
H 0.33 -0.88 1.77 0.29
```

---

#3
C4H5I | ωB97M-V with the def2-TZVPD basis set

As for the multiplicity: 1. The SMILES is C[C@@H]1C=C1I. Its total charge is 0. Its orbital gap is 9.32 eV. For the LUMO energy, the calculation gives 0.20 eV.

```
10
Properties=species:S:1:pos:R:3:mulliken_charge:R:1
C 0.44 -1.35 0.25 -0.31
C 1.26 -0.32 0.27 -0.45
C -0.05 -0.06 -0.41 0.18
C -1.14 0.83 0.17 -0.98
I 3.25 0.20 -0.04 0.11
H 0.57 -2.37 0.21 0.39
H -0.05 -0.22 -1.67 0.22
H -1.38 1.78 -0.39 0.31
H -0.75 1.20 1.19 0.28
H -2.14 0.31 0.43 0.24
```

---

#4
C4H5I | ωB97M-V with the def2-TZVPD basis set

As for the multiplicity: 1. Its total charge is 0. Its orbital gap (alpha / beta) is 8.28 / 8.29 eV. For the LUMO energy (alpha / beta), the calculation gives -0.22 / -0.68 eV.

```
10
Properties=species:S:1:pos:R:3:mulliken_charge:R:1
C -0.76 0.43 0.01 -0.56
C -1.56 -0.58 0.03 0.00
C 1.61 -0.30 -0.02 -0.90
C 0.70 0.88 0.01 -0.13
I -3.65 -0.06 -0.01 -0.02
H -1.45 -1.65 0.05 0.41
H 1.66 -0.93 0.86 0.36
H 1.77 -0.80 -0.96 0.34
H 0.83 1.51 -0.87 0.25
H 0.84 1.49 0.91 0.25
```

---

Which structure wins on stability? #2 wins.

---

#1
C4H5I | ωB97M-V with the def2-TZVPD basis set

As for the multiplicity: 1. The SMILES is ICC1C=C1. Its total charge is 0. Its orbital gap is 9.67 eV. For the LUMO energy, the calculation gives 0.59 eV.

```
10
Properties=species:S:1:pos:R:3:mulliken_charge:R:1
C 0.39 -0.30 -0.15 -0.53
C -0.68 -1.29 0.17 -0.43
C -0.81 -1.11 -1.11 -0.22
C 0.60 1.25 0.44 -0.85
I -1.20 2.06 1.31 0.00
H 1.41 -0.48 -0.31 0.41
H -1.12 -1.69 1.04 0.36
H -0.89 -1.18 -2.15 0.44
H 0.89 1.71 -0.40 0.42
H 1.40 1.03 1.16 0.38
```

---

#2
C4H5I | ωB97M-V with the def2-TZVPD basis set

As for the multiplicity: 1. Its total charge is 0. Its orbital gap is 8.26 eV. For the LUMO energy, the calculation gives 0.69 eV.

```
10
Properties=species:S:1:pos:R:3:mulliken_charge:R:1
C -0.32 -0.08 0.30 0.16
C -1.01 0.83 0.94 -0.67
C 0.50 -1.01 -0.31 -0.22
C 0.63 -0.16 -1.49 -0.79
I -0.86 -0.19 -2.97 0.03
H -1.35 1.86 0.55 0.25
H -1.09 0.46 1.97 0.23
H 1.45 -1.17 0.33 0.19
H 0.25 -1.94 -0.61 0.32
H 1.29 0.64 -1.46 0.49
```

---

Which structure wins on stability? #1 wins.

---

#1
C3H5P | ωB97M-V with the def2-TZVPD basis set

As for the multiplicity: 1. The SMILES is CC1=PC1. Its total charge is 0. Its orbital gap is 9.27 eV. For the LUMO energy, the calculation gives 0.47 eV.

```
9
Properties=species:S:1:pos:R:3:mulliken_charge:R:1
C 0.27 -0.43 0.78 0.34
C -1.31 -0.01 1.08 -0.71
C 1.00 -0.03 -0.41 -0.87
P -0.07 -0.82 2.37 -0.17
H -1.69 1.08 1.22 0.22
H -2.14 -0.62 0.73 0.25
H 0.24 0.20 -1.15 0.31
H 1.57 -0.86 -0.68 0.31
H 1.50 0.86 -0.29 0.32
```

---

#2
C3H5P | ωB97M-V with the def2-TZVPD basis set

As for the multiplicity: 1. Its total charge is 0. Its orbital gap (alpha / beta) is 8.64 / 8.74 eV. For the LUMO energy (alpha / beta), the calculation gives 0.00 / 0.13 eV.

```
9
Properties=species:S:1:pos:R:3:mulliken_charge:R:1
C -0.70 -0.50 1.68 -0.30
C -0.14 -1.09 0.67 -0.44
C 0.68 0.72 -0.97 -0.26
P -0.05 0.61 -2.42 -0.18
H -1.18 -1.03 2.49 0.25
H -0.74 0.57 1.78 0.24
H 0.00 -2.08 0.30 0.31
H 1.47 1.17 -0.42 0.37
H 0.66 1.64 -3.10 0.01
```

---

Which structure wins on stability? #1 wins.